1.
Below is a structure of composition C48H36HfN2O2P2S3 in a non-equilibrium geometry, with properties calculated with ωB97M-V/def2-TZVPD.

```
! RIJCOSX wB97M-V def2-TZVPD def2/J DEFGRID3
* xyz 0 1
Hf -0.24 0.67 -0.26
S -2.23 -0.69 0.83
P -2.27 1.11 1.81
C -0.91 2.09 1.40
P 0.43 1.80 2.44
S 1.09 -0.08 2.31
C 1.76 2.96 1.96
C 1.61 3.83 0.90
C 2.64 4.70 0.56
C 3.81 4.72 1.31
C 3.95 3.87 2.40
C 2.93 2.99 2.72
C 0.13 2.37 4.15
C 0.46 1.59 5.25
C 0.32 2.09 6.53
C -0.15 3.38 6.72
C -0.48 4.17 5.62
C -0.34 3.67 4.34
C -3.80 1.96 1.34
C -3.76 3.23 0.77
C -4.94 3.87 0.43
C -6.16 3.25 0.66
C -6.21 1.99 1.24
C -5.03 1.34 1.57
C -2.52 0.76 3.58
C -2.16 -0.47 4.13
C -2.34 -0.70 5.48
C -2.87 0.29 6.29
C -3.23 1.52 5.75
C -3.06 1.75 4.39
H 0.69 3.83 0.32
H 2.53 5.37 -0.28
H 4.61 5.41 1.05
H 4.85 3.89 3.00
H 3.04 2.32 3.56
H 0.82 0.58 5.09
H 0.57 1.48 7.39
H -0.26 3.78 7.72
H -0.85 5.18 5.77
H -0.60 4.28 3.48
H -2.79 3.69 0.60
H -4.91 4.85 -0.02
H -7.09 3.76 0.41
H -7.16 1.51 1.43
H -5.06 0.35 2.00
H -1.74 -1.24 3.49
H -2.06 -1.66 5.91
H -3.01 0.11 7.35
H -3.65 2.29 6.38
H -3.35 2.70 3.97
O -1.80 1.97 -1.41
S -2.05 1.05 -2.55
O -2.05 1.61 -3.87
N -0.92 0.00 -2.22
C -0.46 -1.10 -2.94
C -0.68 -1.38 -4.26
C -0.13 -2.55 -4.83
C 0.62 -3.41 -4.09
C 0.86 -3.14 -2.72
C 1.63 -3.98 -1.88
C 1.79 -3.66 -0.57
C 1.20 -2.47 -0.08
N 0.50 -1.66 -0.83
C 0.32 -1.98 -2.15
C -3.63 0.33 -2.28
C -3.81 -1.05 -2.27
C -5.09 -1.55 -2.11
C -6.16 -0.68 -1.95
C -5.96 0.69 -1.96
C -4.69 1.21 -2.13
H -1.26 -0.69 -4.86
H -0.32 -2.75 -5.88
H 1.04 -4.30 -4.54
H 2.07 -4.88 -2.29
H 2.37 -4.28 0.10
H 1.33 -2.19 0.96
H -2.97 -1.72 -2.37
H -5.25 -2.62 -2.09
H -7.16 -1.08 -1.82
H -6.80 1.37 -1.82
H -4.52 2.28 -2.11
C 1.87 1.02 -0.79
C 3.02 0.65 -0.69
C 4.37 0.21 -0.49
C 4.89 -0.83 -1.26
C 6.18 -1.28 -1.05
C 6.97 -0.68 -0.07
C 6.46 0.35 0.70
C 5.16 0.80 0.50
H 4.27 -1.28 -2.02
H 6.58 -2.08 -1.65
H 7.98 -1.03 0.09
H 7.07 0.82 1.46
H 4.74 1.61 1.09
*
```

Summary:
Frontier orbital gap ... 0.266 Eh
HOMO level ... -7.5 eV
Calculated total energy ... -109829.1407 eV
LUMO ... -0.3 eV

***

2.
Below is an isolated molecule of C4H8O2 in a non-equilibrium geometry, with properties calculated with ωB97M-V/def2-TZVPD.

```
! RIJCOSX wB97M-V def2-TZVPD def2/J DEFGRID3
* xyz 0 1
C 1.64 -0.71 0.03
C 0.47 -0.38 -0.85
O 0.62 -0.05 -2.02
C -0.90 -0.33 -0.26
C -0.83 0.90 1.03
O -1.84 -0.11 -1.23
H 2.20 0.20 0.28
H 2.32 -1.36 -0.52
H 1.33 -1.20 0.95
H -1.18 -0.73 0.68
H -0.19 0.64 1.90
H -1.85 1.06 1.43
H -0.46 1.77 0.53
H -1.33 0.30 -1.96
*
```

Summary:
Frontier orbital gap ... 0.377 Eh
HOMO level ... -9.4 eV
SMILES string ... CC(=O)[C@@H](C)O
Calculated total energy ... -8370.8831 eV
LUMO ... 0.8 eV

***

3.
Below is a structure of composition C14H35N3O3STl, with properties calculated with ωB97M-V/def2-TZVPD.

```
! RIJCOSX wB97M-V def2-TZVPD def2/J DEFGRID3
* xyz 1 1
Tl 0.99 -0.26 -0.07
C 1.51 -1.17 3.30
C 1.60 -2.44 2.42
N 0.54 -2.52 1.42
C -0.82 -2.66 1.95
C -1.84 -1.82 1.17
N -1.41 -0.44 0.93
C -1.54 0.49 2.06
C -0.51 0.26 3.16
N 0.84 -0.03 2.67
H 2.53 -0.89 3.57
H 1.01 -1.42 4.25
H 1.62 -3.31 3.08
H 2.55 -2.44 1.87
H 0.75 -3.28 0.78
H -0.82 -2.38 3.00
H -1.16 -3.70 1.92
H -2.79 -1.86 1.70
H -2.00 -2.27 0.19
H -1.95 -0.07 0.16
H -2.54 0.44 2.50
H -1.40 1.49 1.65
H -0.83 -0.57 3.80
H -0.52 1.14 3.81
H 1.41 0.80 2.74
C -0.69 -3.12 -2.21
O -1.02 -1.76 -1.98
C -1.14 -1.04 -3.19
C -1.65 0.35 -2.88
O -0.72 1.13 -2.15
C 0.28 1.72 -2.96
H -1.43 -3.61 -2.85
H -0.67 -3.63 -1.25
H 0.30 -3.21 -2.69
H -1.85 -1.54 -3.87
H -0.17 -1.00 -3.70
H -2.54 0.27 -2.26
H -1.93 0.86 -3.81
H -0.17 2.38 -3.71
H 0.89 0.96 -3.47
H 0.93 2.29 -2.31
C 0.77 4.74 2.60
C 1.83 4.54 1.54
S 1.32 3.47 0.18
O 0.52 2.35 0.80
C 0.10 4.55 -0.62
C 0.75 5.43 -1.67
H 1.22 5.19 3.49
H 0.33 3.78 2.89
H -0.03 5.40 2.27
H 2.72 4.06 1.95
H 2.16 5.47 1.08
H -0.41 5.13 0.14
H -0.61 3.84 -1.05
H 1.54 6.06 -1.25
H 0.01 6.09 -2.11
H 1.20 4.84 -2.47
*
```

Summary:
Frontier orbital gap ... 0.336 Eh
HOMO level ... -11.1 eV
Calculated total energy ... -41221.3105 eV
LUMO ... -2.0 eV

***

4.
Below is a cluster of 2 separate species, H5N3S in total in a non-equilibrium geometry, with properties calculated with ωB97M-V/def2-TZVPD.

```
! RIJCOSX wB97M-V def2-TZVPD def2/J DEFGRID3
* xyz 0 1
N 1.35 0.36 0.64
N -1.57 0.02 0.56
N 0.28 0.33 -0.17
S 0.36 -1.06 -1.19
H 1.18 1.04 1.31
H 1.62 -0.61 0.98
H -1.94 0.91 0.26
H -1.77 -0.73 -0.21
H 0.49 -0.26 -2.19
*
```

Summary:
Frontier orbital gap (spin up / spin down) ... 0.324 / 0.323 Eh
HOMO level (spin up / spin down) ... -8.4 / -8.3 eV
Calculated total energy ... -15382.1714 eV
LUMO (spin up / spin down) ... 0.5 / 0.5 eV